Entry 1:
Computed, not measured: a cluster of 14 separate species, C16H21BCl39NO2 in total in a non-equilibrium geometry, with the ωB97M-V functional and the def2-TZVPD basis.

The HOMO-LUMO gap is 10.30 eV. Its HOMO energy is -0.3790 Eh. The total energy is -511568.3029 eV. The energy relative to the best compared isomer or geometry (same formula, charge and spin) is 0.0 kcal per mole.

Element x y z (Å)
1 N 5.442173 1.025649 -1.238764
2 B 4.702356 1.729093 -2.324588
3 C 3.281915 2.497987 -2.175652
4 C 2.214536 1.779025 -1.208503
5 C 1.086196 1.095763 -2.138196
6 O 0.212772 1.796770 -2.701817
7 O 1.115868 -0.308782 -2.291113
8 H 6.363847 0.776133 -1.646821
9 H 5.018421 0.125972 -0.975353
10 H 5.223215 1.771694 -3.401593
11 H 2.826260 2.563001 -3.221304
12 H 3.465765 3.549922 -1.779237
13 H 2.668565 1.055792 -0.458626
14 H 1.652544 2.606337 -0.637409
15 H 1.666896 -0.618277 -1.527219
16 C -1.756810 -1.354040 -4.416468
17 Cl -1.362358 -0.578321 -5.957291
18 Cl -3.490496 -1.228259 -4.083335
19 Cl -1.249300 -3.047569 -4.423475
20 H -1.216977 -0.836583 -3.624746
21 C -2.556955 -3.625639 -0.787238
22 Cl -3.638327 -3.771208 0.605831
23 Cl -1.332672 -2.381726 -0.497822
24 Cl -1.789712 -5.178778 -1.144014
25 H -3.148668 -3.328184 -1.651049
26 C -0.878777 -1.724356 3.305606
27 Cl 0.779943 -2.317126 3.473892
28 Cl -1.821846 -2.092217 4.756474
29 Cl -0.887410 0.016101 2.986273
30 H -1.339312 -2.230463 2.459200
31 C -5.654756 -1.524804 6.544591
32 Cl -5.658735 -0.805913 4.928083
33 Cl -6.685925 -2.961448 6.588831
34 Cl -4.005224 -1.927305 7.041389
35 H -6.054424 -0.794811 7.245011
36 C -0.931143 1.071109 6.495000
37 Cl -1.796388 2.564997 6.105342
38 Cl 0.809017 1.279668 6.252717
39 Cl -1.272480 0.570629 8.158369
40 H -1.279070 0.289305 5.823661
41 C -4.306149 -6.436336 -4.389157
42 Cl -3.803228 -4.800286 -3.940612
43 Cl -4.678714 -6.519235 -6.116144
44 Cl -3.051275 -7.609810 -3.966614
45 H -5.207270 -6.683137 -3.832032
46 C -2.437972 1.883306 11.482622
47 Cl -3.518725 1.746008 12.876596
48 Cl -1.210907 3.125005 11.766614
49 Cl -1.676674 0.326054 11.129664
50 H -3.029606 2.178178 10.618360
51 C 3.920347 -2.960022 -1.419096
52 Cl 4.964330 -2.278856 -2.674206
53 Cl 3.473600 -1.719375 -0.234106
54 Cl 2.473479 -3.678515 -2.133622
55 H 4.472085 -3.741880 -0.901486
56 C -0.150562 4.995500 -1.822173
57 Cl -1.007975 6.504212 -2.172589
58 Cl 1.593531 5.210654 -2.032527
59 Cl -0.517476 4.435286 -0.183816
60 H -0.488877 4.236811 -2.525599
61 C -2.366430 3.168948 -6.876436
62 Cl -3.902508 2.453480 -6.373285
63 Cl -2.535899 3.975228 -8.442202
64 Cl -1.783537 4.299753 -5.649596
65 H -1.634404 2.370839 -6.979647
66 C 2.232422 5.649004 3.043951
67 Cl 3.892672 5.057228 3.202823
68 Cl 1.771231 5.758477 1.339646
69 Cl 1.111961 4.599831 3.924869
70 H 2.181218 6.645273 3.477691
71 C -0.006496 -3.767496 -8.221371
72 Cl 1.659018 -4.343446 -8.061979
73 Cl -0.484365 -3.709589 -9.923840
74 Cl -1.111096 -4.795474 -7.299526
75 H -0.060096 -2.758878 -7.816212
76 C 5.357780 0.282815 2.444295
77 Cl 3.669220 0.514156 1.968211
78 Cl 6.117201 1.835790 2.814025
79 Cl 5.467848 -0.810308 3.830768
80 H 5.889765 -0.168293 1.609124

Atoms 1-6, force components in eV/Å:
N -0.06 -0.22 -2.15
B -0.18 0.04 1.06
C -0.12 -1.07 0.02
C -1.13 0.47 -0.50
C -1.48 1.67 -0.40
O 2.97 -2.82 1.58

---

Entry 2:
Computed, not measured: a structure of composition C16H21BeCl5NOS3, with the ωB97M-V functional and the def2-TZVPD basis.

The HOMO-LUMO gap is 9.18 eV. Its charge is +1. Its HOMO energy is -0.4190 Eh. The total energy is -115986.5278 eV. The energy relative to the best compared isomer or geometry (same formula, charge and spin) is 23.5 kcal per mole.

Element x y z (Å)
1 Be 0.660033 0.235464 -0.222899
2 C 1.310445 1.719580 3.250381
3 C 1.174924 0.198140 3.217820
4 S 0.366575 -0.606703 1.786242
5 C -1.375775 -0.892941 2.270787
6 C -2.187392 0.287510 2.775377
7 S -2.315187 1.620342 1.542455
8 C -2.270526 3.118157 2.579320
9 C -0.876492 3.608938 2.947551
10 S 0.006815 2.596620 4.189305
11 H 1.393860 2.144203 2.251334
12 H 2.225776 1.950022 3.794642
13 H 0.672354 -0.180205 4.107721
14 H 2.170413 -0.245208 3.179363
15 H -1.330660 -1.657536 3.046024
16 H -1.819442 -1.339668 1.379203
17 H -1.736061 0.708313 3.666510
18 H -3.194574 -0.056181 3.013834
19 H -2.884073 2.944568 3.462490
20 H -2.759529 3.878090 1.967618
21 H -0.959958 4.596924 3.402006
22 H -0.235024 3.679215 2.070878
23 Cl 4.047310 1.557773 -0.277854
24 C 3.570706 -0.024922 -0.781160
25 C 2.231022 -0.357658 -0.703414
26 C 1.896579 -1.631151 -1.142843
27 Cl 0.181728 -1.940052 -1.106537
28 C 2.797755 -2.577467 -1.599093
29 Cl 2.281831 -4.137343 -2.090795
30 C 4.142911 -2.206961 -1.649938
31 Cl 5.310113 -3.323965 -2.214703
32 C 4.530650 -0.921747 -1.253082
33 Cl 6.179383 -0.461363 -1.353458
34 C -0.586579 3.645427 -3.671683
35 N -0.197622 3.029861 -2.400473
36 C 0.573965 3.850076 -1.464962
37 C -0.450693 1.773728 -2.112247
38 C -1.213259 0.886271 -3.037336
39 O -0.052781 1.294003 -1.013674
40 H -0.285437 4.686960 -3.655002
41 H -1.664782 3.609010 -3.818989
42 H -0.093852 3.159986 -4.513108
43 H 0.231706 4.879502 -1.523330
44 H 1.637692 3.812033 -1.705285
45 H 0.430946 3.483065 -0.453636
46 H -1.543455 1.373131 -3.947499
47 H -2.075580 0.497022 -2.494530
48 H -0.580278 0.033807 -3.287591

Atoms 1-6, force components in eV/Å:
Be 0.77 -0.03 0.30
C -0.37 0.08 0.24
C 0.09 0.04 -0.40
S -0.47 0.14 0.22
C 0.22 0.16 0.03
C 0.01 0.19 -0.26

---

Entry 3:
Computed, not measured: a structure of composition C16H21BrN2O6P in a non-equilibrium geometry, with the ωB97M-V functional and the def2-TZVPD basis.

The HOMO-LUMO gap is 5.65 eV. Its charge is -1. Its HOMO energy is -0.1666 Eh. The total energy is -111520.2956 eV.

Element x y z (Å)
1 C 4.988845 0.196798 1.011692
2 C 3.950551 -1.016145 0.668767
3 C 4.215987 -1.394052 -0.873969
4 O 3.217520 -2.265661 -1.460254
5 C 1.956302 -1.624917 -1.594334
6 C 1.794489 -0.091304 -1.902758
7 C 0.363592 0.475094 -1.973072
8 C -0.882537 -0.424505 -1.752336
9 C -0.747237 -1.944090 -1.494909
10 P -2.346765 -2.929281 -1.275989
11 C -1.945042 -4.763098 -0.960233
12 C -3.018667 -2.319736 0.417972
13 C 0.688788 -2.538575 -1.416452
14 C -2.153421 0.531251 -1.853833
15 O -3.368108 0.278025 -2.024134
16 N -1.591033 1.882289 -1.762475
17 C -1.443414 2.509610 -0.399703
18 C -1.801399 1.560887 0.836256
19 C -3.375958 1.548201 1.165853
20 Br -0.930271 2.426753 2.445661
21 C -0.196260 1.941219 -2.255517
22 O 0.434469 2.868970 -2.795487
23 H 5.846141 -0.134949 1.689332
24 H 4.464919 1.083665 1.522040
25 H 5.481326 0.618891 0.059484
26 H 2.881575 -0.687338 0.885455
27 H 4.301173 -1.889061 1.338571
28 H 4.435742 -0.453377 -1.507187
29 H 5.206548 -1.990542 -0.882735
30 H 2.681940 0.603764 -2.037094
31 H -1.475104 -4.884436 0.080456
32 H -2.946966 -5.331418 -0.917074
33 H -1.334818 -5.248271 -1.790115
34 H -3.997454 -2.822408 0.705666
35 H -2.165975 -2.530031 1.171583
36 H -3.099571 -1.172363 0.332049
37 H 0.783717 -3.659792 -1.193953
38 H -0.340118 2.828536 -0.275150
39 H -2.041196 3.495733 -0.364699
40 H -1.358801 0.512517 0.791554
41 H -3.777161 2.624917 1.140483
42 H -3.490218 1.122410 2.231264
43 H -3.952544 0.857774 0.465158
44 N -0.978116 5.539848 3.953274
45 O -0.815721 6.726198 3.614790
46 O -1.159852 4.656090 3.078347
47 O -0.959896 5.225910 5.157757

Atoms 1-6, force components in eV/Å:
C -0.09 0.43 -0.04
C 1.52 0.61 -0.14
C 1.50 0.10 0.88
O -1.79 2.02 0.19
C -2.97 0.88 -0.29
C -3.02 -1.96 0.48